Molecular formula: C36H44F5N9OPS6Zr
Method: DFT, ωB97M-V/def2-TZVPD

Positions of all 103 atoms, in Å:
Zr 0.818 -0.792 -0.328
C 4.231 2.708 2.589
N 4.169 1.448 1.861
C 4.704 0.287 2.567
C 3.141 1.216 0.988
N 2.707 0.047 0.682
N 2.689 2.345 0.320
C 1.551 2.450 -0.449
N 1.231 3.736 -0.771
N 0.914 1.433 -0.898
H 5.072 2.655 3.275
H 3.314 2.895 3.153
H 4.439 3.554 1.927
H 5.595 0.603 3.105
H 5.012 -0.470 1.843
H 3.962 -0.118 3.260
H 3.057 -0.646 1.332
H 3.049 3.214 0.668
H 1.530 4.465 -0.146
H 0.311 3.871 -1.170
H 0.105 1.691 -1.475
C -3.059 -2.711 -1.346
C -3.962 -1.814 -0.552
C -5.318 -1.739 -0.851
C -6.164 -0.876 -0.174
C -5.665 -0.063 0.831
C -4.319 -0.129 1.153
C -3.468 -1.001 0.477
P -1.705 -1.056 0.908
C -1.437 0.272 2.122
C -1.192 1.606 1.417
C -1.571 2.822 2.147
C -1.896 2.774 3.444
C -2.028 1.511 4.129
C -1.931 0.321 3.502
C -2.305 -0.940 4.221
C -1.466 -2.647 1.762
C -2.509 -3.509 2.074
C -2.249 -4.756 2.619
C -0.932 -5.136 2.849
C 0.109 -4.276 2.539
C -0.132 -3.019 1.982
C 0.973 -2.089 1.610
H -3.636 -3.317 -2.044
H -2.476 -3.382 -0.713
H -2.342 -2.121 -1.922
H -5.707 -2.356 -1.651
H -7.211 -0.827 -0.444
H -6.311 0.631 1.352
H -3.929 0.528 1.921
H -1.366 1.639 0.344
H -1.646 3.741 1.579
H -2.159 3.680 3.977
H -2.339 1.525 5.167
H -2.678 -0.693 5.215
H -1.456 -1.620 4.322
H -3.087 -1.486 3.692
H -3.533 -3.209 1.880
H -3.066 -5.427 2.851
H -0.715 -6.114 3.262
H 1.134 -4.584 2.705
H 1.926 -2.641 1.619
H 1.073 -1.318 2.384
S -0.279 -0.671 -2.774
S 0.643 -2.161 -3.859
S 0.068 -3.827 -2.830
S 0.611 -3.389 -0.868
F -5.288 6.956 -2.358
C -4.666 5.770 -2.254
C -3.290 5.685 -2.326
F -2.562 6.800 -2.506
C -2.668 4.456 -2.213
F -1.316 4.476 -2.324
C -3.341 3.246 -2.029
S -2.588 1.690 -1.898
C -4.740 3.388 -1.970
F -5.512 2.311 -1.798
C -5.389 4.601 -2.078
F -6.727 4.664 -2.007
C 3.153 1.001 -3.040
N 3.734 -0.257 -3.467
C 3.719 -0.445 -4.909
C 3.582 -1.346 -2.645
N 2.768 -1.358 -1.645
N 4.348 -2.443 -2.998
C 4.026 -3.722 -2.401
C 5.753 -2.259 -3.300
H 3.584 1.798 -3.649
H 3.406 1.177 -1.997
H 2.065 1.003 -3.145
H 2.719 -0.251 -5.309
H 3.990 -1.466 -5.160
H 4.426 0.242 -5.380
H 2.916 -2.197 -1.087
H 4.428 -3.824 -1.383
H 4.462 -4.511 -3.014
H 2.946 -3.865 -2.368
H 5.942 -1.231 -3.595
H 6.056 -2.921 -4.115
H 6.375 -2.491 -2.425
O 1.866 0.310 3.552
S 0.961 1.472 3.096
N -0.032 0.804 1.786

Its net charge is -1. The total energy comes out at -142676.83735 eV. Its multiplicity is 1. Its LUMO energy is 0.0721 Eh. Its max |F| is 0.84 eV Å⁻¹. Its orbital gap is 5.889 eV. The value obtained for the HOMO energy is -3.93 eV.

Molecular formula: C36H44MnN2Si
Method: DFT, ωB97M-V/def2-TZVPD

Positions of all 84 atoms, in Å:
C -2.420 -0.592 -1.654
C -2.472 0.834 -1.711
C -1.457 1.260 -2.665
H -3.231 1.484 -1.275
C -0.704 0.091 -3.036
C -1.368 -1.041 -2.486
H -1.147 -2.087 -2.718
H -3.143 -1.222 -1.128
H -1.358 2.234 -3.135
H 0.114 0.085 -3.758
Mn -0.456 0.893 -0.794
C 3.427 3.211 1.341
H 4.124 3.703 0.651
H 2.531 2.900 0.796
H 3.165 3.939 2.115
Si -0.348 3.200 -0.753
C -0.547 4.593 0.512
C -1.815 5.213 0.609
H -2.699 4.700 0.221
C -1.934 6.507 1.128
H -2.897 7.022 1.096
C -0.819 7.139 1.693
H -0.909 8.147 2.106
C 0.409 6.467 1.734
H 1.273 6.938 2.209
C 0.540 5.195 1.160
H 1.503 4.692 1.191
C 0.478 4.085 -2.207
C 0.378 5.487 -2.257
H -0.117 6.018 -1.443
C 0.900 6.221 -3.324
H 0.852 7.312 -3.296
C 1.484 5.554 -4.406
H 1.853 6.122 -5.262
C 1.598 4.157 -4.370
H 2.085 3.635 -5.197
C 1.103 3.425 -3.284
H 1.205 2.336 -3.286
H -1.717 3.336 -1.294
H 3.893 2.364 1.792
C 3.880 -4.820 -2.043
C 2.845 -4.669 -0.929
C 1.778 -5.761 -1.117
C 3.538 -4.934 0.417
C 2.204 -3.271 -0.918
C 2.484 -2.245 -1.835
C 1.891 -0.991 -1.680
N 0.958 -0.733 -0.731
C 0.641 -1.733 0.148
C 1.282 -2.983 0.089
C -0.487 -1.475 1.020
C -1.018 -2.463 1.865
C -2.223 -2.251 2.528
C -2.845 -1.003 2.362
C -2.257 -0.033 1.553
N -1.108 -0.266 0.870
C -2.856 -3.331 3.418
C -2.945 -2.805 4.856
C -4.265 -3.654 2.905
C -2.041 -4.632 3.434
H 4.292 -5.835 -2.006
H 4.705 -4.114 -1.912
H 3.425 -4.676 -3.027
H 2.269 -6.743 -1.148
H 1.052 -5.777 -0.295
H 1.237 -5.624 -2.061
H 4.328 -4.195 0.598
H 2.832 -4.901 1.255
H 3.998 -5.931 0.400
H 3.155 -2.402 -2.680
H 2.155 -0.162 -2.343
H 1.007 -3.736 0.828
H -0.487 -3.409 1.937
H -3.795 -0.776 2.849
H -2.702 0.958 1.439
H -3.510 -1.868 4.906
H -3.442 -3.546 5.492
H -1.939 -2.627 5.257
H -4.216 -4.043 1.880
H -4.724 -4.423 3.541
H -4.908 -2.768 2.914
H -1.947 -5.058 2.428
H -1.043 -4.473 3.858
H -2.554 -5.374 4.062

The expectation value of S² is 8.775. The total energy comes out at -80223.23208 eV. Its multiplicity is 6. Its LUMO energy (alpha / beta) is -0.0274 / -0.0312 Eh. Its max |F| is 2.35 eV Å⁻¹. Its orbital gap (alpha / beta) is 5.134 / 6.334 eV. The value obtained for the HOMO energy (alpha / beta) is -5.88 / -7.18 eV.